The following is a DFT calculation (ωB97M-V/def2-TZVPD) of a structure of composition CH6Na8O6 in a non-equilibrium geometry.

Properties
frontier orbital gap (spin up / spin down): 0.1651 / 0.2103 Ha
multiplicity: 2
max |F|: 6.5 eV/Å
net charge: +5

XYZ file:
```
21
Properties=species:S:1:pos:R:3:mulliken_spin:R:1
Na -4.36243 -0.59020 -0.33823 0.06
Na -1.34946 -2.13287 -1.23642 0.02
Na -0.74545 3.72545 -1.95952 0.00
Na 0.93423 -0.43816 2.58492 0.01
Na -2.64986 -2.08484 1.86630 -0.04
Na -1.99721 1.34358 2.51870 -0.02
Na 0.11752 3.53360 1.35410 0.01
Na -3.08591 2.19518 -0.50035 0.08
C -0.66373 0.42288 0.01037 0.54
O -0.36744 1.59508 -0.11111 0.04
O 0.22762 -0.44303 -0.02383 -0.31
O -1.86591 0.07905 0.21052 0.50
O 2.32962 1.59476 -0.80481 0.01
H 2.46463 2.29201 -0.16306 0.00
H 1.47106 1.23158 -0.58755 0.05
O 1.92457 -2.26901 1.04772 0.00
H 1.91344 -3.01796 0.45175 0.00
H 1.32853 -1.63550 0.64817 0.03
O 1.83165 -1.84014 -1.76507 0.00
H 1.06025 -2.25186 -2.15453 0.00
H 1.48427 -1.30959 -1.04807 0.01
```

---

The following is a DFT calculation (ωB97M-V/def2-TZVPD) of an isolated molecule of C2H3N3OS in a non-equilibrium geometry.

Properties
SMILES: [H]/N=c1/ncn(S)o1
frontier orbital gap: 0.3452 Ha
max |F|: 4.4 eV/Å

XYZ file:
```
10
Properties=species:S:1:pos:R:3:nbo_charge:R:1
H 2.33278 -1.73300 -0.08209 0.34
N 2.74253 -0.75992 -0.09399 -0.62
C 1.59636 -0.20521 0.12543 0.59
N 1.36628 1.23139 0.16006 -0.47
C 0.09392 1.36758 -0.03601 0.24
N -0.61622 0.17258 -0.30694 -0.28
S -2.29847 -0.26202 -0.01179 0.22
O 0.28338 -0.88615 0.02773 -0.38
H -0.29412 2.41779 0.00231 0.23
H -2.11998 -0.88591 1.19616 0.12
```

---

max |F| of number 1 (CH6Na8O6)?
6.5 eV/Å